1.
A cluster of 2 separate species, C21H41N2 in total in a non-equilibrium geometry, computed with ωB97M-V/def2-TZVPD.

Output
2S+1: 1
Lowest unoccupied orbital energy, eV: -2.77
Total charge: +1
Total energy, Ha: -933.91554
Energy above the lowest of the compared OMol25 structures with the same formula, charge and spin, kcal per mole: 0.0

Atoms and positions in Å:
C: -1.13127 -2.10866 1.73663
C: -1.11637 -1.10221 0.80505
C: -2.15228 -0.96564 -0.28965
C: -1.69781 -1.94972 -1.42026
C: -1.54165 -1.00850 -2.60975
N: -1.01426 0.25544 -1.94856
C: -0.80645 1.29701 -3.03526
C: -1.05806 2.73682 -2.61626
C: -0.21906 3.18221 -1.41183
C: 1.20065 3.65095 -1.79144
C: 2.19101 3.43943 -0.61603
C: 3.11541 2.24342 -0.85903
C: 2.35030 0.90421 -0.77329
C: 2.82287 -0.12207 -1.81194
C: 2.64582 -1.56077 -1.34575
C: 2.89625 -2.64043 -2.40806
C: 4.11544 -2.42008 -3.31308
C: -2.03099 0.45704 -0.91066
H: -1.94407 -2.11450 2.45929
H: -0.32126 -2.82834 1.78065
H: -0.29674 -0.37505 0.85119
H: -3.11258 -1.19832 0.17277
H: -0.70418 -2.30788 -1.16424
H: -2.44974 -2.71469 -1.56756
H: -2.53512 -0.73225 -2.95852
H: -0.92013 -1.33941 -3.43429
H: -0.08370 -0.01279 -1.62060
H: 0.21146 1.16226 -3.39959
H: -1.46116 1.04533 -3.86686
H: -0.77771 3.36165 -3.46441
H: -2.12047 2.89738 -2.43608
H: -0.73427 4.02215 -0.94437
H: -0.15810 2.42659 -0.63166
H: 1.15234 4.72451 -1.95523
H: 1.57871 3.13921 -2.67679
H: 2.80052 4.33938 -0.52796
H: 1.65542 3.35033 0.33071
H: 3.50353 2.33918 -1.87330
H: 3.93137 2.21845 -0.13952
H: 2.42030 0.47357 0.22534
H: 1.30216 1.13903 -0.96979
H: 2.36417 0.05438 -2.78972
H: 3.89089 0.05907 -1.95172
H: 1.59297 -1.66870 -1.03567
H: 3.22179 -1.76008 -0.44267
H: 2.01108 -2.82920 -3.01659
H: 3.07237 -3.57300 -1.86878
H: 4.31922 -1.37591 -3.53539
H: 5.01830 -2.88710 -2.92709
H: 3.92231 -2.89911 -4.27342
H: -2.94626 0.90901 -1.28202
H: -1.73040 1.10594 -0.09277
C: -3.62730 -0.94067 7.47417
C: -2.87000 -1.82521 6.49071
C: -1.92409 -1.03033 5.58147
C: -2.66718 -0.05593 4.77536
N: -3.23993 0.70473 4.13728
H: -4.27111 -0.22862 6.95631
H: -4.26215 -1.54613 8.11967
H: -2.93919 -0.37980 8.10891
H: -3.58371 -2.37878 5.87763
H: -2.28321 -2.56115 7.04226
H: -1.39238 -1.70200 4.90600
H: -1.18232 -0.49567 6.17606

Forces on atoms 1 to 3 (eV/Å):
-0.3 1.0 -0.5
0.2 -0.5 0.8
0.2 1.0 1.3

=====

2.
A structure of composition C21H41N5O7PmS4Si3 in a non-equilibrium geometry, computed with ωB97M-V/def2-TZVPD.

Output
2S+1: 5
Lowest unoccupied orbital energy (alpha / beta), eV: 2.01 / 2.01
Total charge: -1
Total energy, Ha: -4695.21869
Energy above the lowest of the compared OMol25 structures with the same formula, charge and spin, kcal per mole: 0.0

Atoms and positions in Å:
Pm: -0.64311 -0.78412 -0.46645
O: 0.08215 1.50284 4.99756
C: 1.21823 0.88780 4.67081
C: 2.25485 0.97518 5.57975
C: 3.41695 0.26205 5.38143
C: 3.49984 -0.59158 4.26874
C: 2.47518 -0.70369 3.38692
C: 1.31962 0.05164 3.53326
C: 0.31425 0.14624 2.43035
O: 0.72992 -0.31324 1.31412
N: -0.83106 0.67486 2.68022
N: -1.70763 0.66865 1.53352
C: -2.93373 0.63627 1.95039
S: -4.30304 0.81468 0.79665
C: -5.55133 0.13941 2.02417
C: -5.26364 0.78357 3.44244
S: -3.47365 0.52008 3.66035
H: -0.64625 1.33786 4.39110
H: 2.05342 1.62199 6.41938
H: 4.29056 0.27441 6.00786
H: 4.42531 -1.06912 4.00589
H: 2.59068 -1.27183 2.42484
H: -5.46326 -0.93654 2.05031
H: -6.47608 0.45212 1.66610
H: -5.77334 0.16571 4.21678
H: -5.53913 1.80231 3.50682
C: 2.67558 -2.27387 -1.12997
O: 1.71415 -1.26148 -1.34116
Si: 2.13693 0.32275 -1.78491
C: 3.10807 0.19166 -3.43164
C: 3.33483 0.86919 -0.39163
C: 0.53652 1.02079 -1.97710
Si: 0.40012 2.69893 -1.29694
C: -1.42304 3.25216 -1.24556
C: 1.14346 2.81417 0.50031
C: 1.22041 4.13993 -2.18590
Si: -0.30629 0.97211 -3.63708
C: -0.43687 -0.74065 -4.33398
C: 0.62785 2.05179 -4.81504
C: -3.08405 0.95584 -3.08172
H: 2.31471 -3.17254 -0.64979
H: 3.49899 -1.86443 -0.65336
H: 2.99493 -2.56350 -2.16368
H: 3.95619 -0.50611 -3.44110
H: 3.57306 1.13263 -3.63005
H: 2.46691 -0.10487 -4.26762
H: 4.15418 0.18019 -0.57893
H: 2.82197 0.59496 0.52307
H: 3.73070 1.87418 -0.33035
H: -2.06339 2.35367 -0.97519
H: -1.58327 3.57546 -2.25706
H: -1.54276 4.05460 -0.49165
H: 0.67197 3.74503 0.99256
H: 2.20451 3.07647 0.40526
H: 1.09919 1.94471 1.09327
H: 0.81799 4.33659 -3.21362
H: 2.31428 4.11651 -2.40237
H: 1.06371 5.07386 -1.69635
H: -0.77482 -0.67062 -5.41323
H: -1.12620 -1.41789 -3.86032
H: 0.46690 -1.34922 -4.22982
H: 1.61960 2.26243 -4.38839
H: 0.04520 2.95021 -4.90717
H: 0.73495 1.61426 -5.77497
H: -2.93522 0.32524 -2.18336
H: -3.45739 0.18346 -3.81975
H: -3.77967 1.79589 -3.00936
N: 0.00415 -2.84812 1.33296
N: -0.78138 -3.99092 1.35711
C: -0.24978 -5.20989 1.58632
N: -1.26921 -6.21523 1.56302
S: 1.36339 -5.51956 1.76237
H: 0.90945 -3.04032 1.00417
H: 0.13761 -2.49115 2.31349
H: -1.62613 -4.00449 0.70377
H: -1.91049 -6.08418 0.72707
H: -0.85591 -7.13471 1.42637
O: -2.77894 -4.12525 -0.69134
S: -2.44496 -2.98613 -1.61200
O: -1.88678 1.57953 -3.63064
O: -0.86293 -2.81773 -1.48589
O: -2.74867 -1.71390 -0.75441

Forces on atoms 1 to 3 (eV/Å):
0.1 -0.8 0.0
0.1 1.1 1.2
-0.7 -1.5 -0.7

=====

3.
The ion C21H42B2BrFN4O11P with charge +1 in a non-equilibrium geometry, computed with ωB97M-V/def2-TZVPD.

Output
SMILES: CCOB(O)N(C[C@@H](C)Br)C1=[N+](B(O)O)[C@](CCN(CC)C(C)=O)(CC(=O)F)O[C@H](COCOCCO)N1P(C)O
2S+1: 1
Lowest unoccupied orbital energy, eV: -2.81
Total charge: +1
Total energy, Ha: -4937.02898

Atoms and positions in Å:
C: 3.50783 4.27863 1.12063
C: 3.68135 3.61724 -0.22443
O: 2.52068 3.86517 -1.05041
B: 1.86794 2.78607 -1.56797
O: 2.41099 1.87928 -2.41510
N: 0.39816 2.67480 -1.24985
C: -0.31580 3.96370 -1.27607
C: -0.31501 4.70768 0.04930
C: -0.76482 6.14563 -0.16216
Br: -1.50743 3.86223 1.34308
C: -0.19560 1.52422 -0.97476
N: -1.54708 1.37895 -1.00213
P: -2.24621 1.64934 -2.62717
C: -3.06138 0.07631 -3.08283
O: -3.51549 2.56089 -2.10493
C: -1.93471 0.23076 -0.16231
C: -3.45743 0.13330 0.02945
O: -3.83603 -1.22392 -0.01850
C: -5.14073 -1.46352 0.47231
O: -5.14019 -1.91501 1.78097
C: -4.34340 -3.07173 2.00169
C: -4.82959 -3.78753 3.24807
O: -4.27263 -3.26945 4.45153
O: -1.37265 -0.96020 -0.64581
C: 0.00641 -0.86751 -0.99121
C: 0.68580 -2.04347 -0.29640
C: 2.15566 -2.35513 -0.63243
N: 2.92902 -2.64774 0.59145
C: 4.36756 -2.34757 0.38915
C: 5.14576 -2.31786 1.71226
C: 2.82458 -4.06204 0.91392
C: 2.62313 -4.40567 2.35650
O: 2.90192 -4.90919 0.05915
C: 0.18211 -0.97502 -2.51348
C: -0.41560 -2.18942 -3.15520
O: -1.27473 -2.90344 -2.77267
F: 0.16080 -2.38089 -4.34658
N: 0.59287 0.46075 -0.62485
B: 1.25885 0.56165 0.71904
O: 2.58803 0.32179 0.72578
O: 0.56040 1.00859 1.81732
H: 2.73378 3.77795 1.70549
H: 3.23448 5.32672 1.01363
H: 4.44008 4.22565 1.68095
H: 4.56151 4.00949 -0.73408
H: 3.83672 2.54600 -0.08890
H: 3.23692 2.19452 -2.80007
H: 0.20947 4.61219 -1.97789
H: -1.33504 3.85906 -1.63184
H: 0.67242 4.67434 0.49581
H: -1.73472 6.15537 -0.65910
H: -0.87665 6.63619 0.80114
H: -0.02727 6.67921 -0.76009
H: -3.15657 -0.70259 -2.33441
H: -4.06819 0.34996 -3.40795
H: -2.54110 -0.30680 -3.96077
H: -4.01391 2.85360 -2.88111
H: -1.51820 0.43715 0.82442
H: -4.00155 0.71363 -0.71331
H: -3.69506 0.55659 1.00803
H: -5.61155 -2.18992 -0.19707
H: -5.72416 -0.54092 0.46451
H: -3.30027 -2.78213 2.15187
H: -4.40810 -3.74290 1.13996
H: -4.56428 -4.84435 3.15498
H: -5.90696 -3.67964 3.33074
H: -3.33514 -3.48540 4.45426
H: 0.06985 -2.88516 -0.62034
H: 0.52071 -2.00788 0.78396
H: 2.20255 -3.19997 -1.31968
H: 2.62448 -1.49176 -1.09990
H: 4.43983 -1.37882 -0.09447
H: 4.81208 -3.09300 -0.27566
H: 4.46929 -2.22871 2.56076
H: 5.83063 -1.47157 1.73165
H: 5.74823 -3.21415 1.84570
H: 3.48935 -4.97558 2.69652
H: 2.52350 -3.52881 2.98697
H: 1.75456 -5.05325 2.45340
H: 1.23904 -0.92983 -2.77207
H: -0.25306 -0.10401 -3.01511
H: 2.96128 0.24156 1.61166
H: 0.57768 0.39729 2.56308

Forces on atoms 1 to 3 (eV/Å):
-0.2 0.0 0.1
0.5 0.2 0.0
-0.3 -0.4 0.2